[1]
86
Properties=species:S:1:pos:R:3:forces:R:3 method="wB97M-V/def2-TZVPD" e_homo_ha=-0.4466 charge=+2 orbital_gap_ev=7.8
Ba 0.507834 0.471545 -1.176028 0.1 0.0 -0.2
C 0.427110 -2.319929 -6.503132 0.0 0.0 0.0
N 0.401569 -1.068111 -5.746748 0.1 0.0 0.0
C 0.318886 0.208845 -6.458705 0.0 0.0 0.0
C 0.452732 -1.040601 -4.420039 -0.1 0.1 -0.1
O 0.403031 0.023991 -3.780676 0.0 -0.1 0.1
C 0.586575 -2.374289 -3.701231 0.0 0.0 0.0
O 0.480803 -2.155973 -2.306244 -0.1 -0.1 0.0
C 1.125527 -3.123871 -1.492017 0.0 0.1 0.0
C 2.315370 -2.458004 -0.789535 0.1 -0.1 0.1
O 2.465499 -1.230428 -0.908128 0.0 0.0 0.1
N 3.129780 -3.219387 -0.069928 0.0 0.0 0.0
C 2.950671 -4.649989 0.142164 0.0 0.0 0.0
C 4.279531 -2.636221 0.614543 0.0 0.0 0.0
H 0.360076 -2.086693 -7.560224 0.0 0.0 0.0
H -0.419527 -2.958049 -6.249622 0.0 0.0 0.0
H 1.355792 -2.868065 -6.339399 0.0 0.0 0.0
H 0.545185 0.039924 -7.506329 0.0 0.0 0.0
H 1.036820 0.911988 -6.044088 0.0 0.0 0.0
H -0.679299 0.637469 -6.369848 0.0 0.0 0.0
H 1.556065 -2.814577 -3.959235 0.0 0.0 0.0
H -0.190172 -3.067060 -4.037760 0.0 0.0 0.0
H 1.453428 -3.979385 -2.083461 0.0 0.0 0.0
H 0.411861 -3.478801 -0.743306 0.0 0.0 0.0
H 1.994781 -5.001505 -0.231918 0.0 0.0 0.0
H 2.987476 -4.855010 1.212154 0.0 0.0 0.0
H 3.751308 -5.207467 -0.345131 0.0 0.0 0.0
H 4.401734 -1.603796 0.308400 0.0 0.0 0.0
H 5.172763 -3.204968 0.357394 0.0 0.0 0.0
H 4.124596 -2.680598 1.692832 0.0 0.0 0.0
C -3.357161 0.552853 2.731554 0.0 0.0 0.0
N -3.821166 0.635497 1.360053 0.0 0.0 0.0
C -5.230067 0.307939 1.176712 0.0 0.0 0.0
C -2.956577 0.749894 0.318595 0.0 0.0 0.0
N -1.689531 0.413072 0.353747 0.0 0.0 0.0
C -1.259086 -0.682587 1.135184 0.1 0.0 0.0
C -2.000096 -1.845871 1.083910 0.0 0.0 0.0
C -1.607789 -3.023645 1.736273 0.0 0.0 0.0
C -0.437548 -3.043046 2.431344 0.0 0.0 0.0
C 0.383056 -1.890525 2.501115 0.0 0.0 0.0
C 1.577200 -1.971801 3.255249 0.0 0.0 0.0
C 2.404268 -0.894723 3.363164 0.0 0.0 0.0
C 2.073369 0.297393 2.707734 0.0 0.0 0.0
C 0.910932 0.451000 1.979772 0.0 -0.1 0.1
N 0.723123 1.648372 1.259933 0.0 0.1 -0.1
C 1.019404 2.809606 1.791266 0.0 -0.1 0.1
N 0.901312 3.119252 3.109129 0.0 0.0 0.0
C 0.019629 2.383375 3.993998 0.0 0.0 0.0
C 1.812231 4.034215 3.786768 0.0 0.0 0.0
N 1.459585 3.816166 0.975395 0.0 0.0 0.0
C 2.050151 3.496433 -0.302072 0.0 -0.1 0.0
C 0.976980 5.186630 1.109744 0.0 0.0 0.0
C 0.003620 -0.670842 1.848448 0.0 0.0 0.0
N -3.462786 1.284522 -0.833118 0.0 0.0 0.0
C -4.385407 2.414082 -0.826522 0.0 0.0 0.0
C -2.808619 1.027488 -2.095720 0.0 0.0 0.1
H -4.036260 1.124133 3.365349 0.0 0.0 0.0
H -2.363542 0.982581 2.808082 0.0 0.0 0.0
H -3.322686 -0.478312 3.092711 0.0 0.0 0.0
H -5.453636 -0.611663 1.722358 0.0 0.0 0.0
H -5.450376 0.146126 0.126286 0.0 0.0 0.0
H -5.876645 1.098819 1.560803 0.0 0.0 0.0
H -2.921482 -1.837384 0.513008 0.0 0.0 0.0
H -2.237330 -3.902391 1.684925 0.0 0.0 0.0
H -0.116756 -3.933870 2.956633 0.0 0.0 0.0
H 1.807212 -2.904474 3.755256 0.0 0.0 0.0
H 3.316392 -0.953063 3.943115 0.0 0.0 0.0
H 2.755025 1.138260 2.761177 0.0 0.0 0.0
H -0.736020 1.866147 3.411733 0.0 0.0 0.0
H -0.473883 3.088883 4.663669 0.0 0.0 0.0
H 0.562228 1.648839 4.594665 0.0 0.0 0.0
H 2.595770 4.361497 3.110764 0.0 0.0 0.0
H 2.275222 3.512734 4.627421 0.0 0.0 0.0
H 1.286040 4.907881 4.175680 0.0 0.0 0.0
H 2.686487 2.614750 -0.215244 0.0 0.0 0.0
H 2.676808 4.326580 -0.625521 0.0 0.0 0.0
H 1.296347 3.346378 -1.091884 0.0 0.0 0.0
H 0.328047 5.270697 1.975130 0.0 0.0 0.0
H 0.400756 5.463742 0.223224 0.0 0.0 0.0
H 1.805150 5.888420 1.216376 0.0 0.0 0.0
H -4.610531 2.704868 0.194460 0.0 0.0 0.0
H -5.316054 2.171823 -1.341745 0.0 0.0 0.0
H -3.924065 3.266980 -1.330143 0.0 0.0 0.0
H -2.433782 0.003567 -2.125130 0.0 0.0 0.0
H -1.991452 1.734045 -2.308000 0.0 0.0 0.0
H -3.533817 1.137673 -2.901568 0.0 0.0 0.0

---

[2]
11
Properties=species:S:1:pos:R:3:forces:R:3 method="wB97M-V/def2-TZVPD" e_homo_ha=-0.5742 charge=+1 smiles="[NH2+]=C1N=NC(Cl)(Cl)N1" relative_energy_kj_mol=0.0 orbital_gap_ev=9.3
C 0.486434 0.000090 0.562471 0.1 -2.0 1.6
C -0.481341 0.170766 -1.418256 -4.9 -1.8 0.2
N 1.270768 0.725090 -0.353114 3.5 1.1 3.6
N 0.712706 0.778316 -1.398368 2.3 1.8 -4.5
N -0.491564 -0.529485 -0.097496 -2.3 -0.1 -1.5
N 0.786582 -0.295125 1.801593 0.2 0.6 2.8
Cl -0.921140 -0.854355 -2.809739 0.8 0.6 1.1
Cl -1.615047 1.571308 -1.317256 -0.1 -0.3 -0.1
H -1.379249 -0.904494 0.245251 0.6 0.0 0.0
H 1.573316 0.164774 2.397863 -1.8 -0.9 -1.9
H 0.058534 -0.826885 2.387052 1.7 1.1 -1.3

---

[3]
15
Properties=species:S:1:pos:R:3:forces:R:3 method="wB97M-V/def2-TZVPD" e_homo_ha=-0.0886 charge=-1 relative_energy_kj_mol=471.7 orbital_gap_ev=6.0
O -2.740482 -0.372010 -0.183299 -0.1 0.0 0.0
C -1.765167 0.015315 0.638951 0.0 -0.3 -0.2
C -0.350089 -0.263003 0.060372 -0.6 1.0 0.6
C -0.209287 0.510511 -1.247180 0.0 -0.6 0.1
N 0.660655 0.174783 1.097528 -1.8 -1.2 -1.4
C 1.826092 -0.039635 0.760935 3.4 4.5 2.2
O 2.473410 -0.470754 -0.459475 -2.4 -1.5 2.2
H -1.746741 1.117116 0.879430 0.0 0.1 0.0
H -1.757666 -0.479541 1.646740 0.0 0.0 0.1
H -0.094270 1.568879 -1.005031 -0.1 0.1 -0.1
H 0.634302 0.168195 -1.842785 0.1 0.2 -0.1
H -1.137277 0.335293 -1.794672 -0.1 0.2 0.1
H -0.280754 -1.349390 -0.078972 0.1 0.0 -0.1
H 1.877381 -1.152591 0.056211 1.3 -2.3 -3.4
H 2.609895 0.236836 1.471244 0.2 -0.1 0.1